Entry 1:
{
  "formula": "C39H66N4O2RhSb2Si3",
  "method": "ωB97M-V with the def2-TZVPD basis set",
  "multiplicity": 1,
  "e_tot_ev": -91285.867,
  "charge": 1,
  "homo_lumo_gap_ev": [5.84, 5.83],
  "elements": ["Rh", "O", "C", "N", "C", "C", "C", "C", "C", "C", "N", "C", "O", "C", "C", "C", "C", "C", "N", "C", "C", "C", "C", "C", "N", "H", "H", "H", "H", "H", "H", "H", "H", "H", "H", "H", "H", "C", "C", "C", "C", "Sb", "C", "C", "C", "C", "C", "C", "C", "C", "H", "H", "H", "H", "H", "H", "H", "H", "H", "H", "H", "H", "H", "H", "H", "H", "H", "H", "H", "H", "H", "H", "H", "H", "H", "H", "H", "C", "Si", "C", "C", "Sb", "Si", "C", "C", "C", "Si", "C", "C", "C", "H", "H", "H", "H", "H", "H", "H", "H", "H", "H", "H", "H", "H", "H", "H", "H", "H", "H", "H", "H", "H", "H", "H", "H", "H", "H", "H"],
  "xyz": [[0.219, 0.255, 0.133], [3.258, 1.763, -2.114], [2.258, 1.257, -1.625], [1.877, 1.205, -0.344], [2.597, 1.683, 0.779], [3.794, 2.387, 0.717], [4.415, 2.775, 1.898], [3.855, 2.466, 3.125], [2.654, 1.773, 3.203], [2.019, 1.383, 2.029], [0.803, 0.657, 1.968], [0.065, 0.229, 2.995], [0.257, 0.372, 4.196], [-1.174, -0.526, 2.521], [-2.075, -1.016, 3.450], [-3.216, -1.660, 2.999], [-3.413, -1.799, 1.632], [-2.460, -1.294, 0.767], [-1.363, -0.669, 1.200], [1.248, 0.567, -2.536], [1.492, 0.502, -3.895], [0.527, -0.051, -4.722], [-0.661, -0.492, -4.159], [-0.821, -0.411, -2.788], [0.124, 0.079, -1.984], [4.227, 2.614, -0.244], [5.345, 3.326, 1.855], [4.359, 2.762, 4.035], [2.207, 1.530, 4.154], [-1.856, -0.865, 4.498], [-3.939, -2.053, 3.701], [-4.286, -2.296, 1.235], [-2.559, -1.406, -0.305], [2.427, 0.902, -4.263], [0.694, -0.126, -5.788], [-1.455, -0.905, -4.765], [-1.731, -0.747, -2.311], [-0.673, -3.953, -2.114], [0.828, -4.064, -1.829], [1.230, -5.536, -1.823], [1.585, -3.327, -2.933], [1.176, -2.978, 0.047], [3.366, -2.733, 0.127], [4.155, -3.985, -0.239], [3.708, -1.603, -0.842], [3.739, -2.261, 1.532], [0.636, -4.345, 1.676], [1.266, -5.731, 1.630], [-0.887, -4.463, 1.627], [1.014, -3.656, 2.991], [-0.912, -4.499, -3.034], [-0.981, -2.916, -2.256], [-1.284, -4.380, -1.318], [1.244, -5.905, -2.854], [0.507, -6.146, -1.279], [2.216, -5.715, -1.397], [1.231, -3.682, -3.908], [2.657, -3.517, -2.892], [1.430, -2.245, -2.900], [3.945, -4.328, -1.252], [3.966, -4.811, 0.448], [5.227, -3.763, -0.190], [3.505, -1.846, -1.883], [4.776, -1.373, -0.761], [3.165, -0.698, -0.585], [3.676, -3.059, 2.269], [3.118, -1.426, 1.871], [4.776, -1.910, 1.523], [0.867, -6.344, 0.823], [1.041, -6.249, 2.569], [2.351, -5.698, 1.533], [-1.246, -4.907, 0.698], [-1.368, -3.492, 1.753], [-1.226, -5.108, 2.446], [2.078, -3.720, 3.202], [0.494, -4.158, 3.814], [0.726, -2.602, 3.019], [-4.062, 0.816, -2.247], [-3.939, 2.011, -0.810], [-4.695, 3.638, -1.302], [-4.822, 1.322, 0.697], [-1.468, 2.341, -0.221], [-0.619, 4.118, -1.889], [1.076, 4.626, -1.303], [-0.493, 3.275, -3.548], [-1.787, 5.567, -2.049], [-1.584, 3.731, 1.959], [-2.003, 2.635, 3.406], [0.107, 4.480, 2.187], [-2.921, 5.023, 1.785], [-5.043, 0.916, -2.718], [-3.956, -0.221, -1.922], [-3.306, 1.018, -3.008], [-5.767, 3.474, -1.442], [-4.286, 4.016, -2.239], [-4.565, 4.407, -0.540], [-5.657, 1.971, 0.969], [-4.170, 1.239, 1.567], [-5.225, 0.330, 0.491], [1.617, 3.786, -0.864], [1.031, 5.421, -0.558], [1.659, 4.989, -2.153], [0.376, 2.626, -3.594], [-0.389, 4.028, -4.333], [-1.380, 2.678, -3.774], [-2.375, 5.773, -1.156], [-2.480, 5.400, -2.875], [-1.203, 6.461, -2.278], [-1.137, 2.078, 3.756], [-2.803, 1.927, 3.185], [-2.338, 3.266, 4.233], [0.898, 3.782, 1.903], [0.254, 4.737, 3.238], [0.227, 5.389, 1.596], [-3.910, 4.561, 1.797], [-2.826, 5.607, 0.869], [-2.866, 5.716, 2.628]],
  "mulliken_charge": [3.45, -0.72, 0.11, 1.67, -0.82, -0.68, -0.74, -0.90, -0.71, -1.53, 1.85, -0.27, -0.73, 0.22, -1.16, -0.81, -0.95, -0.57, 1.88, -0.07, -0.84, -1.05, -0.96, -0.98, 1.85, 0.55, 0.44, 0.44, 0.57, 0.58, 0.54, 0.53, -0.14, 0.52, 0.53, 0.55, 0.33, -1.39, 2.05, -1.80, -2.26, -0.48, 2.16, -1.69, -2.08, -1.98, 1.91, -1.56, -2.15, -2.22, 0.46, -0.01, 0.28, 0.48, 0.37, 0.34, 0.61, 0.33, 0.53, 0.35, 0.21, 0.47, 0.14, 0.63, 0.40, 0.31, 0.36, 0.49, 0.30, 0.50, 0.21, 0.30, 0.55, 0.53, 0.34, 0.49, 0.56, -1.08, 0.86, -1.10, -0.90, -2.09, 0.92, -0.93, -0.90, -1.21, 0.68, -0.83, -0.89, -1.12, 0.49, 0.28, 0.17, 0.40, 0.27, 0.29, 0.52, -0.01, 0.37, 0.13, 0.41, 0.48, 0.16, 0.56, 0.24, 0.23, 0.37, 0.42, 0.22, 0.23, 0.51, 0.10, 0.45, 0.33, 0.27, 0.22, 0.44]
}

=====

Entry 2:
{
  "formula": "C39H70BrN3O14PSSi",
  "method": "ωB97M-V with the def2-TZVPD basis set",
  "multiplicity": 1,
  "e_tot_ev": -172750.054,
  "charge": 1,
  "homo_lumo_gap_ev": 8.30,
  "elements": ["C", "C", "C", "C", "Si", "C", "C", "C", "N", "C", "N", "C", "C", "C", "O", "O", "C", "C", "C", "N", "P", "S", "C", "Br", "O", "C", "C", "O", "C", "C", "H", "H", "H", "H", "H", "H", "H", "H", "H", "H", "H", "H", "H", "H", "H", "H", "H", "H", "H", "H", "H", "H", "H", "H", "H", "H", "H", "H", "H", "H", "H", "H", "H", "H", "H", "H", "H", "H", "H", "H", "O", "C", "O", "C", "C", "C", "H", "H", "H", "H", "H", "H", "O", "C", "O", "C", "C", "C", "H", "H", "H", "H", "H", "H", "O", "C", "O", "C", "C", "C", "H", "H", "H", "H", "H", "H", "O", "C", "O", "C", "C", "C", "H", "H", "H", "H", "H", "H", "O", "C", "O", "C", "C", "C", "H", "H", "H", "H", "H", "H"],
  "xyz": [[1.796, -3.950, 4.793], [1.962, -3.633, 3.470], [0.993, -2.716, 2.729], [1.843, -1.454, 2.398], [1.299, 0.081, 3.427], [2.730, 1.292, 3.413], [-0.179, 0.993, 2.697], [0.911, -0.368, 5.185], [1.931, -1.037, 0.963], [1.258, -1.736, 0.011], [0.978, -1.192, -1.163], [1.423, 0.111, -1.654], [0.535, 1.319, -1.300], [1.344, 2.620, -1.096], [1.182, 3.244, 0.175], [0.264, -1.935, -2.064], [-1.136, -1.520, -2.102], [-1.491, -0.756, -3.381], [-2.015, -1.649, -4.512], [0.857, -3.070, 0.182], [2.172, -4.099, -0.396], [3.251, -3.236, -1.757], [0.252, -3.381, 1.518], [0.318, -5.351, 1.698], [-1.108, -3.175, 1.443], [-1.547, -1.841, 1.634], [-3.055, -1.789, 1.384], [-3.327, -0.671, 0.576], [-4.668, -0.667, 0.086], [-5.079, 0.737, -0.305], [0.805, -4.099, 5.214], [2.643, -4.086, 5.452], [2.843, -4.009, 2.956], [0.264, -2.460, 3.496], [2.859, -1.643, 2.751], [3.051, 1.558, 2.405], [2.382, 2.193, 3.917], [3.558, 0.882, 3.989], [-1.086, 0.851, 3.282], [0.049, 2.060, 2.694], [-0.383, 0.711, 1.666], [-0.056, -0.877, 5.196], [1.630, -1.017, 5.679], [0.750, 0.544, 5.760], [1.748, -0.042, 0.889], [2.460, 0.255, -1.345], [1.446, -0.025, -2.733], [-0.100, 1.508, -2.164], [-0.119, 1.107, -0.457], [1.037, 3.324, -1.869], [2.413, 2.451, -1.247], [1.973, 3.065, 0.679], [-1.320, -0.887, -1.234], [-1.736, -2.421, -1.994], [-0.601, -0.220, -3.711], [-2.241, -0.016, -3.095], [-1.190, -1.988, -5.134], [-2.510, -2.513, -4.073], [-2.726, -1.098, -5.121], [1.580, -5.252, -0.892], [2.989, -4.414, 0.690], [-1.344, -1.477, 2.640], [-1.096, -1.145, 0.924], [-3.357, -2.716, 0.887], [-3.577, -1.734, 2.343], [-5.321, -1.004, 0.899], [-4.786, -1.396, -0.720], [-4.274, 1.286, -0.785], [-5.900, 0.664, -1.020], [-5.472, 1.287, 0.547], [-1.808, 0.407, 6.806], [-2.885, 0.337, 6.296], [-3.046, 0.288, 4.944], [-4.450, 0.330, 4.612], [-5.171, -0.159, 5.863], [-4.241, 0.331, 6.972], [-4.710, 1.358, 4.355], [-4.624, -0.302, 3.745], [-6.191, 0.211, 5.938], [-5.208, -1.249, 5.867], [-4.473, 1.351, 7.281], [-4.228, -0.321, 7.840], [-2.479, 8.088, 0.709], [-1.482, 7.537, 0.353], [-1.491, 6.589, -0.616], [-0.186, 6.008, -0.767], [0.774, 7.070, -0.219], [-0.070, 7.731, 0.873], [-0.176, 5.065, -0.224], [-0.006, 5.798, -1.821], [1.718, 6.674, 0.142], [0.993, 7.794, -1.006], [0.037, 7.222, 1.830], [0.148, 8.788, 0.991], [0.395, -2.316, -7.784], [1.311, -2.498, -7.038], [1.257, -2.112, -5.735], [2.519, -2.366, -5.087], [3.196, -3.436, -5.932], [2.665, -3.117, -7.331], [3.094, -1.435, -5.068], [2.321, -2.679, -4.066], [4.281, -3.421, -5.845], [2.847, -4.423, -5.638], [3.275, -2.377, -7.851], [2.550, -4.002, -7.950], [1.746, 8.041, 3.644], [2.737, 7.494, 3.276], [2.729, 6.520, 2.318], [4.056, 5.985, 2.158], [4.999, 7.060, 2.682], [4.153, 7.708, 3.776], [4.130, 5.064, 2.734], [4.216, 5.761, 1.104], [5.951, 6.662, 3.025], [5.203, 7.788, 1.896], [4.259, 7.202, 4.737], [4.354, 8.768, 3.895], [1.144, -5.860, -5.577], [0.037, -6.011, -6.010], [-0.232, -5.913, -7.324], [-1.647, -6.022, -7.561], [-2.194, -6.757, -6.342], [-1.241, -6.287, -5.242], [-2.054, -5.014, -7.661], [-1.806, -6.558, -8.492], [-3.243, -6.544, -6.149], [-2.090, -7.834, -6.482], [-1.571, -5.357, -4.784], [-1.070, -7.036, -4.474]],
  "mulliken_charge": [-1.01, -0.81, 1.05, -0.05, -0.20, -1.29, -0.06, -1.00, -0.08, -1.01, 1.34, -2.32, 0.66, -1.06, -0.28, 0.15, 0.56, -0.71, -1.15, 0.81, 0.17, -0.31, -0.31, -0.08, -0.37, 1.73, -1.13, -0.09, -0.34, -1.28, 0.30, 0.30, 0.36, 0.29, 0.79, 0.33, 0.36, 0.41, -0.03, 0.55, -0.19, 0.21, 0.47, 0.38, -0.36, 0.82, 0.23, 0.67, -0.25, 0.37, 0.51, 0.09, -0.56, 0.64, 0.17, 0.38, 0.14, 0.31, 0.42, 0.16, 0.05, -0.06, -1.09, 0.42, 0.28, 0.36, 0.36, 0.28, 0.39, 0.31, -0.54, 0.44, -0.24, -0.10, -0.57, -0.54, 0.25, 0.02, 0.38, 0.29, 0.27, 0.33, -0.57, 0.25, -0.40, 0.09, -0.19, -0.13, -0.08, 0.25, -0.05, 0.31, 0.11, 0.38, -0.61, 0.44, -0.21, 0.43, -0.46, -0.50, 0.25, -0.63, 0.46, 0.18, 0.31, 0.29, -0.55, 0.46, -0.24, -0.26, -0.58, -0.52, 0.16, 0.31, 0.36, 0.28, 0.27, 0.32, -0.61, 0.49, -0.34, -0.41, -0.54, -0.14, 0.26, 0.32, 0.34, 0.27, -0.03, 0.34]
}